P | Here is one molecule with the formula CH3N3O2S from OMol25. Energies are from ωB97M-V/def2-TZVPD.

Each line ends with the natural charge from an NBO analysis.
Cartesian coordinates (Å):
1 S -2.03500 1.50851 -0.84376  1.65
2 O -1.68474 2.16946 -2.08708  -0.87
3 O -2.27078 -0.22413 -1.05985  -0.56
4 N -1.00874 -0.96447 -0.78038  -0.35
5 N 0.99279 -0.64303 0.34008  -0.71
6 N -0.70576 1.12505 0.02278  -0.91
7 C -0.13534 -0.22154 0.02926  0.56
8 H -0.27440 1.64321 0.67997  0.41
9 H -1.22603 -1.95132 -0.92672  0.43
10 H 1.57939 0.01724 0.80756  0.35

Values from the calculation:
LUMO: 0.357 eV
multiplicity: 1

***

Q | Here is one molecule with the formula CH3N3O2S from OMol25. Energies are from ωB97M-V/def2-TZVPD.

Each line ends with the natural charge from an NBO analysis.
Cartesian coordinates (Å):
1 S 1.82720 -0.24358 1.19234  0.53
2 O 1.86921 -2.39166 2.41314  -0.30
3 O -1.13284 0.62670 -1.19039  -0.43
4 N -0.11671 0.16116 -0.75018  0.33
5 N 0.65526 -0.60141 -1.37374  -0.45
6 N 1.23870 -1.63026 1.73951  -0.12
7 C 0.14313 0.25161 0.68455  -0.45
8 H 0.36215 -0.64669 -2.29204  0.34
9 H -0.45923 -0.54584 1.33213  0.30
10 H 0.01415 1.28599 1.15729  0.26

Values from the calculation:
LUMO: -0.279 eV
SMILES: [H]/N=[N+](\[O-])CSN=O
multiplicity: 1

***

Which structure wins on stability? P wins.

***

P | Here is a 15-piece molecular cluster, C5H39NO15 overall from OMol25. Energies are from ωB97M-V/def2-TZVPD.

Each line ends with the natural charge from an NBO analysis.
Cartesian coordinates (Å):
1 O 1.02069 4.41261 1.39617  -0.94
2 O 3.75533 -0.55221 -0.08572  -0.96
3 O 1.22712 -1.07360 -2.72870  -0.97
4 O -0.23624 -4.83015 -2.39273  -0.96
5 O 2.45750 1.44678 -1.17125  -0.99
6 O 3.26692 -2.75857 -1.43281  -0.98
7 O -1.67446 -2.45920 -2.01936  -0.96
8 O -2.94932 3.19747 0.16756  -1.00
9 O -0.84837 1.83217 2.02994  -0.75
10 O 2.02663 -1.33011 2.34456  -0.97
11 O -1.19185 0.01613 -2.97317  -0.96
12 O 0.21386 2.28953 -2.67251  -1.03
13 O 1.86770 1.38900 1.50556  -1.01
14 O 0.31934 -4.40637 0.29476  -0.96
15 O -0.53305 4.23332 -0.81655  -1.00
16 N -2.51347 0.24369 1.79892  -0.44
17 C -3.80200 0.00345 1.06583  -0.40
18 C -1.00831 -0.95892 3.29127  -0.61
19 C -1.63071 -0.96632 1.85409  -0.04
20 C -0.61985 -0.96773 0.75084  -0.67
21 C -2.05209 1.53184 1.93261  0.57
22 H -0.34535 2.91145 -2.13228  0.49
23 H 4.13346 -1.03755 0.66467  0.49
24 H 3.80247 -2.72964 -2.23255  0.45
25 H -2.83264 2.31490 2.00658  0.18
26 H 4.07201 0.35653 -0.09274  0.51
27 H -2.16923 -3.24550 -2.24221  0.48
28 H -1.16261 -0.85374 -3.46778  0.50
29 H -0.30733 -1.78322 3.44123  0.22
30 H 0.53453 -3.90140 1.06343  0.49
31 H 2.47544 1.98281 1.94048  0.48
32 H -2.01452 3.44243 0.07051  0.51
33 H 1.77569 1.63799 -0.55499  0.48
34 H 2.12644 -1.16018 -3.12883  0.48
35 H 0.32572 -1.60692 0.74022  0.23
36 H 1.50972 -1.03553 -1.78740  0.49
37 H 1.53938 3.62110 1.45549  0.47
38 H -4.15980 -1.03623 1.22803  0.21
39 H 1.98017 1.42164 -2.02357  0.51
40 H -1.86437 -0.99364 3.96317  0.20
41 H -0.83647 -2.82367 -1.74788  0.48
42 H 0.32912 4.25550 2.07835  0.49
43 H 0.00066 -5.15541 -1.50139  0.48
44 H 0.00287 4.05165 -0.04086  0.50
45 H -0.36847 1.51368 -2.89071  0.50
46 H -3.49238 3.16458 -0.60803  0.49
47 H 0.46511 -4.22764 -2.60386  0.47
48 H -3.70576 0.19410 0.01192  0.21
49 H -0.54795 -0.23963 -2.31657  0.48
50 H -1.03190 -1.22895 -0.23507  0.24
51 H -0.12309 5.01578 -1.24673  0.50
52 H 0.85066 -5.22905 0.42878  0.47
53 H 2.31509 -0.94349 3.16812  0.46
54 H -0.11470 -0.02525 0.68471  0.21
55 H 0.91026 1.49816 1.73788  0.53
56 H 1.85109 -0.49088 1.86213  0.50
57 H -0.51850 0.01024 3.58966  0.21
58 H -4.52376 0.74692 1.44083  0.21
59 H 3.61099 -1.90783 -1.02640  0.49
60 H -2.27821 -1.81576 2.06138  0.22

Values from the calculation:
LUMO: 0.087 eV
multiplicity: 1

***

Q | Here is a 16-piece molecular cluster, C5H39NO15 overall from OMol25. Energies are from ωB97M-V/def2-TZVPD.

Each line ends with the natural charge from an NBO analysis.
Cartesian coordinates (Å):
1 O -2.15035 1.79196 -1.32264  -0.98
2 O -0.40686 -3.25532 1.03707  -0.98
3 O -4.30121 -0.90607 2.77017  -0.93
4 O 0.62837 -2.97995 -3.17444  -0.93
5 O 0.57879 1.59839 2.62784  -1.03
6 O -0.87126 -0.60721 2.35286  -1.24
7 O 2.16888 -3.21915 0.14625  -1.01
8 O -1.51631 3.44856 2.38213  -0.99
9 O 1.20846 3.46932 -0.12305  -1.00
10 O -0.72661 2.86910 -3.47178  -0.98
11 O 2.61403 1.87628 -2.47840  -0.99
12 O 1.44658 -1.52903 2.81100  -1.06
13 O 3.56412 0.60435 2.87933  -0.96
14 O 1.68370 0.25740 -4.79964  -0.96
15 O -2.67463 1.29532 1.28230  -1.01
16 N 2.12088 -0.08762 0.46313  -0.73
17 C -2.47824 -2.79204 -1.37527  -0.40
18 C -2.23331 -1.51692 -1.13475  -0.23
19 C -0.97973 -0.82924 -1.40261  -0.18
20 C 1.12346 0.31498 -0.59812  -0.30
21 C -0.08257 -0.51575 -0.46583  -0.26
22 H 2.21664 0.76338 -4.16870  0.48
23 H -1.36500 2.87104 -4.18976  0.46
24 H 0.06125 0.74694 2.49155  0.51
25 H 1.55602 0.34185 -1.61844  0.26
26 H 1.16465 1.48792 3.37563  0.48
27 H 0.88434 4.35205 -0.30332  0.50
28 H -1.87829 -3.66648 -1.64653  0.21
29 H -3.51701 -3.18705 -1.41359  0.20
30 H -1.95907 3.00268 1.64243  0.48
31 H 2.06546 -3.26053 -0.81081  0.48
32 H -3.02603 -0.84586 -0.77508  0.23
33 H -3.37624 0.75274 1.67134  0.50
34 H 0.80056 0.59673 -4.60396  0.48
35 H 3.27292 2.34912 -3.00019  0.48
36 H -3.41236 -0.78558 3.13799  0.46
37 H -0.50691 -2.34535 1.37359  0.50
38 H 2.27997 2.51743 -1.82987  0.51
39 H -1.29593 -0.52590 3.21921  0.46
40 H -0.30098 -0.66496 0.61532  0.24
41 H 1.95957 0.36975 1.37038  0.47
42 H 0.73833 -2.27960 -3.84330  0.48
43 H 0.95276 1.41806 -0.51748  0.26
44 H -4.00123 -1.58787 2.14540  0.47
45 H 1.42377 -2.47381 3.01013  0.48
46 H 3.33554 -0.32606 2.70175  0.49
47 H 3.38123 0.67224 3.82179  0.48
48 H -0.67935 2.99561 2.56076  0.49
49 H 1.27134 3.20009 0.79650  0.51
50 H -1.92045 1.26612 -0.53952  0.50
51 H 1.37403 -3.42519 0.66921  0.52
52 H -1.88881 0.87448 1.68089  0.51
53 H -1.21583 2.49037 -2.71572  0.50
54 H -0.84270 -3.14306 0.16707  0.49
55 H -0.65143 -0.70769 -2.43476  0.22
56 H -2.69866 2.42796 -0.83450  0.48
57 H 1.57055 -3.21085 -3.22738  0.46
58 H 3.09654 0.12611 0.25957  0.43
59 H 0.41347 -1.38774 2.67800  0.51
60 H 2.00117 -1.08645 0.67885  0.48

Values from the calculation:
LUMO: -0.006 eV
multiplicity: 1

***

Which structure wins on stability? P wins.

***

P | Here is a 2-piece molecular cluster, C4H10NS overall from OMol25. Energies are from ωB97M-V/def2-TZVPD.

Each line ends with the natural charge from an NBO analysis.
Cartesian coordinates (Å):
1 S -0.01684 -1.22041 -1.53920  -0.72
2 N 1.74491 -0.13018 1.96573  -0.84
3 C 1.01136 0.67674 1.08744  0.02
4 C -1.75587 -1.74333 -1.42122  -0.74
5 C -0.64958 2.31022 0.29866  -0.65
6 C 0.13853 1.66926 1.35426  -0.34
7 H -1.89590 -2.44477 -0.57875  0.17
8 H -2.07959 -2.27704 -2.34226  0.17
9 H -1.71895 2.45321 0.63738  0.19
10 H -2.51958 -0.91212 -1.24965  0.16
11 H 0.10738 2.05125 2.38520  0.16
12 H 1.11328 0.37329 0.01497  0.24
13 H -0.30405 3.31593 -0.07719  0.18
14 H 2.00174 -1.08654 1.69289  0.39
15 H -0.62409 1.51412 -0.47582  0.26
16 H 1.50810 -0.02681 2.94557  0.36

Values from the calculation:
LUMO: 4.076 eV
net charge: -1
multiplicity: 1

***

Q | Here is an isolated ion of composition C4H10NS and charge -1 from OMol25. Energies are from ωB97M-V/def2-TZVPD.

Each line ends with the natural charge from an NBO analysis.
Cartesian coordinates (Å):
1 S -1.30130 -1.77122 0.67781  -0.72
2 N 1.30754 1.28663 -0.33528  -0.65
3 C -0.35918 -0.22060 0.72804  -0.54
4 C 0.16589 -0.24278 -1.82639  -0.62
5 C 0.80771 2.37578 0.55411  -0.42
6 C 0.64901 -0.06575 -0.38519  -0.06
7 H -0.23654 -1.24002 -1.98262  0.24
8 H -1.15660 0.55396 0.67685  0.18
9 H 1.49953 3.18611 0.31241  0.18
10 H 0.14067 -0.00453 1.67598  0.18
11 H -0.24202 2.63228 0.40248  0.17
12 H 1.50346 -0.72845 -0.17962  0.18
13 H 1.27017 1.76219 -1.22577  0.33
14 H 1.02225 2.12730 1.59851  0.19
15 H 0.97108 -0.13099 -2.53909  0.18
16 H -0.54860 0.56169 -2.04556  0.18

Values from the calculation:
LUMO: 3.817 eV
SMILES: CN[C@H](C)C[S-]
net charge: -1
multiplicity: 1

***

Which structure wins on stability? Q wins.